No. 1
19
Properties=species:S:1:pos:R:3:forces:R:3 method="wB97M-V/def2-TZVPD" e_tot_ev=-10946.9873 relative_energy_ev=2.2796 e_lumo_ev=0.75 smiles="C=C(N)CCC=O.O" homo_ha=-0.2992
O 1.90190 -0.14950 -2.57652 -0.1 0.0 -0.1
O 1.45190 1.67921 0.53113 0.5 -0.1 -0.1
N 0.86605 -1.55583 0.25807 -1.1 0.8 0.5
C -0.42137 -1.08022 0.56169 -0.6 -1.3 -1.3
C -0.92054 1.38181 0.42105 -0.1 0.5 -0.4
C -1.29074 -1.77755 1.30657 -1.1 1.4 0.4
C 0.36977 2.14869 0.31205 -0.4 -0.1 -0.4
C -0.94098 0.05678 -0.30523 1.0 -1.8 -0.9
H -0.36492 0.00513 -1.24084 0.7 0.7 0.3
H -1.05971 1.25912 1.49686 -0.4 -0.2 0.0
H -1.85504 -0.27372 -0.79781 -0.8 0.5 1.0
H 1.46007 -0.85480 -0.15269 0.3 0.0 0.4
H 1.18597 -2.01286 1.08568 1.1 -0.4 0.1
H -1.16635 -2.41438 2.15167 0.9 -0.9 0.0
H 1.87184 0.51428 -1.87942 0.2 0.0 0.0
H 2.68725 -0.68298 -2.41960 0.0 0.1 0.1
H -2.33220 -1.46677 1.24544 0.1 0.2 0.0
H -1.69148 2.02333 0.02033 -0.4 0.3 0.1
H 0.24858 3.20026 -0.01845 0.2 0.1 0.2

---

No. 2
20
Properties=species:S:1:pos:R:3:forces:R:3 method="wB97M-V/def2-TZVPD" e_tot_ev=-8479.3341 relative_energy_ev=0.6066 e_lumo_ev=3.65 smiles=CC[C@H](C)CC[O-] total_charge=-1 homo_ha=-0.0751
O -0.28231 0.05580 3.74468 0.1 0.3 0.6
C 0.10697 -0.93479 -1.11733 -0.5 -1.7 -0.3
C -0.23080 0.63200 2.56894 0.1 -1.9 -2.0
C 1.00166 1.17742 -0.23296 -0.4 0.8 0.5
C -0.18189 -0.50463 1.32563 -0.5 1.9 1.8
C -0.13451 0.15593 -0.04058 0.9 -1.1 -1.1
C -0.63566 -0.77077 -2.45650 0.3 1.3 1.0
H 0.73806 2.21297 0.00024 -0.4 -0.1 0.1
H -1.12373 -1.03272 1.49227 0.0 -0.2 -0.3
H -1.13671 1.19895 2.23115 -0.1 0.5 0.2
H 0.63415 -1.19036 1.56509 0.2 0.1 -0.3
H 1.15953 -1.12888 -1.36109 0.2 0.6 0.3
H -1.67092 -0.48281 -2.25632 -0.1 -0.3 -0.1
H 1.33098 1.20018 -1.27417 0.3 -0.2 0.1
H 0.65587 1.26641 2.30628 0.0 0.3 0.5
H -0.58701 -1.64705 -3.09698 0.1 0.1 -0.1
H 1.80626 0.98024 0.47549 0.3 -0.3 -0.4
H -1.10453 0.60418 -0.27320 0.0 0.2 0.1
H -0.18039 0.12332 -2.89669 -0.1 -0.2 -0.7
H -0.16503 -1.91538 -0.70395 -0.4 0.2 0.1

---

No. 3
51
Properties=species:S:1:pos:R:3:forces:R:3 method="wB97M-V/def2-TZVPD" e_tot_ev=-98723.2477 relative_energy_ev=0.0000 e_lumo_ev=-11.18 total_charge=+3 homo_ha=-0.6225
Hf 0.60856 0.21109 -0.60897 0.2 0.2 -0.5
Se -1.30253 -1.45996 -0.21498 -0.1 0.0 0.0
N 1.02877 0.68167 1.57466 -0.1 0.2 0.0
N -0.27814 2.19195 -0.00915 0.1 0.0 0.2
N 1.94646 -1.07764 0.06035 -0.2 -0.3 0.1
N 0.54780 1.68323 2.15709 0.2 -0.2 0.2
N -3.73246 -0.84794 -1.66254 0.1 0.0 0.1
N -3.79851 -0.11452 0.37571 0.1 0.0 0.0
C -3.01138 -0.69087 -0.54237 0.0 0.0 -0.1
C 2.33045 -1.23758 1.39452 0.0 0.1 0.4
C -1.17786 4.65658 0.90782 0.0 0.0 -0.1
C -5.03393 0.11622 -0.17904 0.0 0.0 -0.1
C 4.67191 -1.57626 -2.42100 0.0 0.0 0.0
C -1.34187 4.29696 -0.42519 0.0 0.1 0.1
C 3.94516 -1.45919 -3.60800 0.0 0.0 -0.1
C 1.92696 -1.22936 -2.31778 -0.2 0.2 0.2
C 2.78408 -1.29761 4.15142 0.1 -0.1 0.0
C 3.09835 -2.25492 1.92875 0.0 0.0 -0.2
C -4.99220 -0.34252 -1.45371 0.0 0.0 0.1
C -3.43954 0.14336 1.76984 0.0 0.1 0.1
C 2.67535 -1.34033 -1.11768 0.0 0.0 -0.1
C -0.88221 3.06533 -0.84120 0.0 -0.1 -0.1
C 2.00860 -0.28593 3.63969 -0.1 0.2 -0.1
C 3.31991 -2.27402 3.30023 0.0 0.1 0.1
C -3.29512 -1.53017 -2.88133 0.0 -0.1 -0.1
C -0.12638 2.55216 1.29795 -0.1 0.2 -0.4
C 4.05736 -1.49436 -1.18544 0.0 0.1 0.2
C -0.56295 3.76889 1.78201 0.0 -0.1 0.2
C 1.78085 -0.25633 2.25520 0.2 -0.4 0.1
C 2.58192 -1.28518 -3.55972 -0.1 0.1 -0.1
H -0.99340 2.76302 -1.87824 0.0 0.0 0.0
H 4.44512 -1.53108 -4.56358 0.0 0.0 0.0
H 2.97631 -1.34503 5.21396 0.0 0.0 0.0
H 1.57859 0.47604 4.27536 0.0 0.0 0.0
H 3.91716 -3.07270 3.72062 0.0 0.0 0.0
H 0.83622 -1.39688 -2.32349 0.1 -0.3 -0.1
H -0.39756 3.99977 2.82570 0.0 0.0 0.0
H -5.84026 0.56999 0.37120 0.0 0.0 0.0
H -4.11288 -1.51689 -3.59560 0.0 0.0 0.0
H -3.10491 -0.77609 2.24552 0.0 0.0 0.0
H 2.00540 -1.24503 -4.47423 0.0 0.0 0.0
H -1.81097 4.96580 -1.13285 0.0 0.0 0.0
H 5.74332 -1.72324 -2.46461 0.0 0.0 0.0
H 3.50597 -3.03187 1.29612 0.0 0.0 0.0
H -1.51819 5.62182 1.26013 0.0 0.0 0.0
H -2.43840 -1.02061 -3.31670 0.0 0.0 0.0
H -3.04142 -2.56475 -2.65892 0.0 0.0 0.0
H -4.31857 0.50992 2.29127 0.0 0.0 0.0
H -2.65368 0.89536 1.82927 0.0 0.0 0.0
H -5.75622 -0.35646 -2.21208 0.0 0.0 0.0
H 4.64096 -1.53381 -0.27602 0.0 0.0 0.0

---

No. 4
12
Properties=species:S:1:pos:R:3:forces:R:3 method="wB97M-V/def2-TZVPD" e_tot_ev=-8316.7704 relative_energy_ev=3.9056 e_lumo_ev=0.28 smiles=O.O.O.O homo_ha=-0.3831
O -2.72863 -1.12928 1.07396 7.1 -3.1 0.5
O 2.33838 -1.29823 -0.43821 5.5 0.1 5.3
O -0.06032 3.03164 0.01428 4.1 0.3 -3.1
O -0.19449 0.16664 -0.42311 7.0 14.3 -3.5
H -3.57316 -1.13718 1.31936 -5.6 0.1 1.5
H -0.06971 2.08511 -0.23576 -0.7 0.1 0.5
H 3.46041 -1.25771 -0.40718 -4.5 -0.1 1.0
H -0.71640 -0.40800 -0.29962 -11.4 -12.5 2.9
H -2.31577 -1.94071 1.63369 -1.4 3.0 -2.1
H 0.64763 -0.09448 -0.31678 4.5 -1.8 0.7
H 0.81575 3.25739 -0.60548 -3.5 -0.3 2.6
H 2.39631 -1.27520 -1.31514 -1.0 0.0 -6.4

---

No. 5
20
Properties=species:S:1:pos:R:3:forces:R:3 method="wB97M-V/def2-TZVPD" e_tot_ev=-9276.4276 relative_energy_ev=1.1168 e_lumo_ev=-2.79 total_charge=+1 homo_ha=-0.4785
N 0.35919 2.85983 1.00635 -0.7 -1.4 0.9
N 0.68669 0.54974 1.19400 0.2 -0.2 0.5
N -0.46466 -0.55744 -1.03219 -1.3 0.0 1.2
N 2.41211 1.86761 0.35275 -0.5 1.7 -0.6
C 1.13708 1.72389 0.84208 0.0 0.2 1.5
C -1.90974 -2.46003 -0.47633 1.0 -0.1 0.0
C -0.56399 -2.06605 -1.06454 -0.4 0.4 -0.2
H -1.98073 -2.17448 0.56450 -0.2 0.4 0.2
H 0.86882 3.68426 0.98782 0.9 2.0 -0.1
H -1.96092 -3.52452 -0.46410 -0.2 -0.9 -0.2
H -0.33421 -0.17045 -0.04463 1.3 -0.4 -0.3
H -0.46885 -2.36080 -2.12340 0.0 0.0 0.6
H -0.26936 2.84503 1.83779 0.6 -0.2 -1.3
H 2.89278 2.78602 0.28560 -1.1 -0.9 0.0
H 0.27334 -2.45047 -0.46719 -0.2 0.2 -0.3
H 3.06523 1.16278 0.58645 0.2 -1.0 0.2
H -2.71503 -2.08370 -1.07766 -0.5 0.3 -0.1
H 0.02480 0.63839 1.98524 0.1 0.0 -0.9
H 0.26173 -0.21938 -1.61559 1.1 0.5 -0.5
H -1.31427 -0.05023 -1.27696 -0.3 -0.5 -0.7

---

No. 6
22
Properties=species:S:1:pos:R:3:forces:R:3 method="wB97M-V/def2-TZVPD" e_tot_ev=-29275.5171 relative_energy_ev=1.4630 e_lumo_ev=3.54 total_charge=-1 homo_ha=-0.1750
S 3.43347 0.88578 0.05122 1.7 0.4 1.1
O 2.18593 1.43802 0.58950 -0.6 1.2 -0.2
O 3.91713 1.45922 -1.20598 -0.9 -0.7 0.7
O -0.24558 0.97520 -0.53532 1.1 1.2 1.8
O 4.46047 0.76711 1.09239 -0.6 0.2 -0.8
N 2.81080 -1.41701 0.86772 1.3 -2.5 1.2
N -0.96378 0.64681 0.63707 0.3 -0.1 0.6
N 3.03240 -2.04491 1.79415 -0.8 0.3 0.2
N -1.94446 1.34168 1.16761 -0.1 -0.6 -0.9
C 2.28290 -1.03489 -1.46728 -4.2 -2.3 -4.3
C -0.65218 -0.63017 1.21432 4.2 1.4 2.4
C -2.61680 2.22692 0.53905 2.8 0.0 -3.9
C 2.87311 -0.78466 -0.20851 1.2 2.6 -0.7
H -1.14361 -1.42160 0.78146 -1.4 -1.9 -1.2
H 0.67390 1.38021 -0.10347 -1.9 -1.2 -1.3
H -3.28261 2.72120 1.09815 -2.6 1.7 1.9
H 2.01279 -2.14325 -1.69235 1.2 1.4 0.4
H 1.20270 -0.67654 -1.65565 1.2 0.2 1.0
H -0.80812 -0.69719 2.37331 0.2 0.6 -2.2
H 0.50655 -0.76276 1.01847 -2.4 0.0 0.6
H -2.44647 2.62918 -0.56123 0.0 -1.1 2.3
H 2.74702 -0.56598 -2.37369 0.4 -0.6 1.2

---

No. 7
114
Properties=species:S:1:pos:R:3:forces:R:3 method="wB97M-V/def2-TZVPD" e_tot_ev=-148232.6295 e_lumo_ev=1.96 total_charge=-1 homo_ha=-0.1958
I -3.24764 1.70690 -2.89048 0.0 -0.1 -0.2
I -5.10405 0.76304 0.10689 0.0 -0.1 0.1
S -1.18814 -1.81191 -2.33186 0.0 0.0 0.1
P -1.23151 -7.55979 -3.29742 0.1 0.0 0.1
P 8.16992 1.45840 -0.85015 0.0 0.1 -0.2
P -2.81274 -1.27356 -1.33235 0.0 -0.1 0.0
P -6.26208 6.99287 -2.04508 -0.1 -0.1 0.1
P 0.75050 1.54798 4.26457 0.2 0.0 -0.2
P -1.51003 -4.93406 2.33699 -0.1 0.1 -0.3
O -0.63483 1.21605 3.58581 0.1 0.1 0.2
O 0.42190 2.19110 5.69334 0.0 0.0 -0.2
O -7.58120 6.34882 -2.15232 0.4 0.1 0.0
O 8.42033 -0.10899 -0.81640 0.0 0.2 0.1
O 8.46042 1.99079 0.62740 -0.1 -0.1 -0.1
O -5.09786 6.13587 -1.41913 -0.2 0.2 -0.1
O -1.04502 -3.43628 2.26323 -0.2 -0.3 0.2
O -5.71728 7.54829 -3.44333 0.0 0.0 0.2
O 1.71696 0.44029 4.33954 -0.3 0.3 0.0
O 6.59709 1.48540 -0.89033 0.3 0.0 0.0
O -2.54450 -6.68574 -3.38272 0.1 -0.2 0.0
O -0.01070 -6.54900 -3.45592 -0.1 -0.2 0.0
O -1.90500 -5.59474 1.08391 0.1 0.0 0.3
O -0.26976 -5.63202 3.06236 -0.2 0.2 0.0
O 1.15489 2.83348 3.44038 -0.1 -0.2 0.1
O -6.16692 8.29872 -1.15146 0.0 -0.2 -0.1
O 8.92317 2.18226 -1.88754 -0.2 -0.2 0.3
O -1.25731 -8.24498 -4.72721 -0.1 0.1 0.2
O -2.66549 -4.82770 3.42359 0.3 -0.1 0.0
O -1.11945 -8.45254 -2.13138 -0.1 0.2 -0.3
C 0.02345 -3.08603 1.36146 0.1 0.1 -0.1
C -3.19644 -6.29557 -2.15944 0.0 0.1 0.2
C 0.76932 3.67597 -0.41965 -0.1 0.2 0.3
C 1.93420 2.78833 -0.91275 0.0 -0.2 0.0
C -0.05049 1.32588 6.72537 0.0 0.0 0.1
C 3.04998 0.45598 -0.80900 0.0 0.3 0.3
C -0.34118 -7.03403 3.31767 0.0 -0.1 -0.1
C 9.61512 -0.65168 -1.38873 0.0 0.0 -0.1
C -1.89812 1.10340 0.03283 0.4 0.3 0.1
C -5.12599 4.69147 -1.50041 0.0 -0.1 0.1
C -1.60645 2.63934 0.14433 0.1 -0.1 0.4
C -0.65406 3.27046 -0.92333 0.0 -0.3 -0.2
C -1.12622 -0.13465 3.55904 0.0 -0.1 0.0
C 5.91681 2.75037 -0.94985 -0.1 0.1 0.0
C -0.20310 -9.15112 -5.06179 0.0 0.0 0.0
C -5.59403 6.61664 -4.52193 0.0 0.0 -0.1
C 2.41170 3.46568 3.70315 0.0 0.0 0.0
C 9.81422 2.06197 1.06978 0.1 0.1 0.0
C 0.26354 -5.65113 -2.36545 0.0 0.1 0.1
C -3.78113 -5.72289 3.35655 -0.1 0.0 -0.1
C -7.09403 9.35853 -1.40090 0.0 0.0 0.0
C 2.23481 1.54652 -0.03358 0.1 0.0 -0.1
B -3.09120 0.62010 -0.93489 0.3 0.0 0.1
H 5.18955 2.77388 -0.14060 0.0 0.0 0.0
H -3.60995 -5.30459 -2.33158 0.0 0.0 0.0
H 1.27664 1.13775 0.33877 0.4 0.1 -0.2
H 1.27019 -5.26936 -2.51927 0.0 0.0 0.0
H -0.81798 -0.61724 2.63456 0.0 0.0 0.0
H 2.85330 3.40445 -0.97780 -0.3 -0.3 -0.1
H 0.20866 -6.17782 -1.41122 0.0 0.0 0.0
H 9.82859 2.69895 1.95121 0.0 0.0 0.0
H 1.70300 2.44068 -1.93786 0.1 0.2 0.4
H -3.98925 -7.00354 -1.91953 0.0 0.0 -0.1
H 3.04117 3.35538 2.82177 0.0 0.0 0.0
H 10.43455 0.06612 -1.36631 0.0 0.0 0.0
H 0.47964 -3.97496 0.92468 0.0 0.0 0.0
H 10.45153 2.49537 0.29707 0.0 0.0 0.0
H -1.10450 1.09099 6.56485 0.0 0.0 0.0
H 0.76793 3.68453 0.69264 0.0 0.1 -0.5
H -7.69854 9.16426 -2.28719 0.0 0.0 0.0
H 2.91378 3.01979 4.56223 0.0 0.0 0.0
H 0.57413 -9.16339 -4.29730 0.0 0.0 0.0
H -4.58619 -5.25725 2.78911 0.0 0.0 0.0
H -6.52479 10.27612 -1.54151 0.0 0.0 0.0
H -0.44414 -4.81994 -2.37447 0.0 0.0 0.0
H 9.42609 -0.93664 -2.42299 0.0 0.0 0.0
H -0.96089 0.57120 -0.26398 -0.4 0.4 0.1
H -2.56956 3.18366 0.13911 0.3 -0.3 0.0
H 3.28801 0.79313 -1.83828 -0.1 -0.2 0.5
H -0.62346 -10.15119 -5.16034 0.0 0.0 0.0
H -5.49576 7.19921 -5.43518 0.0 0.0 0.0
H -6.47956 5.98226 -4.58631 0.0 0.0 0.0
H 0.98342 4.71670 -0.73456 -0.2 -0.4 0.1
H -0.98057 -7.22620 4.18220 0.0 0.0 0.0
H -7.74982 9.45635 -0.53688 0.0 0.0 0.0
H 6.61450 3.58194 -0.84837 0.0 0.0 0.0
H 10.17390 1.06689 1.33967 0.0 0.0 0.0
H -0.54362 2.57002 -1.77379 -0.1 0.3 0.4
H 0.76441 -2.53372 1.93762 0.0 0.0 0.0
H -3.51271 -6.66447 2.87843 0.0 0.0 0.0
H 0.22451 -8.83149 -6.01082 0.0 0.0 0.0
H 0.53728 0.40680 6.75844 0.0 0.0 0.0
H 5.40199 2.81963 -1.90595 0.0 0.0 0.0
H 3.99850 0.21330 -0.29392 -0.4 0.1 -0.3
H 2.22073 4.52006 3.89425 0.0 0.0 0.0
H -5.57334 4.28084 -0.59711 0.0 0.0 0.0
H -0.71862 -7.56741 2.44347 0.0 0.0 0.0
H 9.87260 -1.53197 -0.80329 0.0 0.0 0.0
H -4.70378 6.00017 -4.38556 0.0 0.0 0.0
H -0.39156 -2.46838 0.56586 0.1 0.0 0.0
H -3.99471 -1.81615 -1.88126 0.0 0.1 0.1
H -2.15770 0.72597 1.04692 0.2 0.2 -0.5
H -4.10396 -5.90109 4.38060 0.0 0.0 0.0
H -1.15328 4.16351 -1.34994 0.3 -0.4 0.2
H 2.80362 1.86628 0.87185 -0.4 -0.2 -0.5
H -2.21228 -0.08015 3.59438 0.0 0.0 0.0
H 0.67000 -7.36924 3.53743 0.0 0.0 0.0
H -0.75305 -0.70518 4.40945 0.0 0.0 -0.1
H -2.83096 -1.88360 -0.05156 -0.1 0.0 -0.1
H 2.48544 -0.47880 -0.89731 0.0 0.2 0.0
H -1.16060 2.82426 1.14731 -0.3 -0.1 -0.5
H -4.09678 4.35763 -1.59314 0.0 0.0 0.0
H -2.49426 -6.25400 -1.32750 -0.1 0.0 0.0
H -5.69241 4.35116 -2.36594 0.0 0.0 0.0
H 0.05925 1.86138 7.66589 0.0 0.0 0.0

---

No. 8
10
Properties=species:S:1:pos:R:3:forces:R:3 method="wB97M-V/def2-TZVPD" e_tot_ev=-17534.0822 relative_energy_ev=4.8611 e_lumo_ev="-0.36 / -1.72" homo_ha="-0.3443 / -0.3434"
S 1.88523 0.72313 0.28595 -3.9 1.9 0.0
O 1.62706 1.91914 1.12720 0.9 -1.7 -1.9
O 3.09385 0.00632 0.28658 2.1 -0.7 -0.2
N 1.42473 1.15012 -1.39985 1.8 2.8 3.6
C -0.90875 -0.67269 1.01045 2.9 -0.2 2.2
H -1.46304 0.03835 1.52547 -1.1 1.1 0.4
H -1.14770 -1.18077 0.16791 -1.1 -1.1 -2.4
H 0.63416 1.72767 -1.20616 -0.6 1.0 0.1
H 1.07623 0.50125 -2.00288 -0.6 -3.2 -1.6
H -0.02287 -1.05174 1.53583 -0.5 0.1 -0.1

---

No. 9
30
Properties=species:S:1:pos:R:3:forces:R:3 method="wB97M-V/def2-TZVPD" e_tot_ev=-22605.0629 e_lumo_ev="-15.68 / -15.59" total_charge=+3 homo_ha="-0.7922 / -0.7922"
Os -0.26476 -0.15018 -1.62068 0.7 1.0 0.8
O -0.36972 1.68329 -1.61487 0.3 -1.4 0.2
O 1.67204 -0.71334 -1.78634 -0.4 0.2 -0.1
O -1.68214 3.51683 -1.79217 0.3 0.1 0.1
N -0.31811 -0.39845 0.32217 -0.5 0.4 -0.7
N -2.34898 0.08207 -2.00669 0.1 0.1 -0.5
N -2.66460 1.45405 -1.86825 0.4 0.1 0.2
C -1.63163 2.35314 -1.78657 -1.1 0.4 -0.5
C 2.90242 -0.51810 0.39356 -0.1 0.6 -0.6
C -1.53515 -0.88140 0.75938 0.0 -0.1 0.8
C -0.90265 -0.39894 2.99470 0.2 0.0 0.3
C 2.33364 -1.44916 -0.66398 0.6 -0.6 0.8
C -1.84508 -0.89212 2.08692 0.1 -0.2 -0.3
C 0.33032 0.08186 2.55915 -0.2 -0.2 -0.4
C 1.92990 0.65665 0.68490 -0.2 -1.0 0.4
C 0.62565 0.09778 1.20724 0.2 0.6 0.2
H 2.29972 -0.26467 -2.38870 0.1 -0.1 0.0
H 1.54133 -2.04973 -0.22952 -0.2 -0.1 -0.2
H -3.59058 1.78099 -2.12780 0.0 0.0 -0.1
H -2.21980 -1.30271 0.03663 0.2 0.0 0.1
H -2.79179 -1.30277 2.40940 0.0 0.0 0.1
H 2.39902 1.33379 1.39431 -0.2 0.0 0.2
H 1.05662 0.48159 3.25487 0.0 0.0 0.0
H 3.06428 -2.14032 -1.07427 0.1 0.1 -0.3
H -1.12983 -0.39280 4.05307 -0.1 0.0 0.1
H -2.52925 -0.21636 -2.97620 0.0 0.0 0.0
H 3.08036 -1.13860 1.27372 -0.1 0.0 0.1
H 1.71274 1.24273 -0.19367 0.2 0.3 -0.4
H 3.87681 -0.09808 0.13707 -0.1 -0.1 -0.3
H -3.00080 -0.45706 -1.43737 0.0 0.0 0.1

---

No. 10
23
Properties=species:S:1:pos:R:3:forces:R:3 method="wB97M-V/def2-TZVPD" e_tot_ev=-67460.3163 relative_energy_ev=0.0000 e_lumo_ev="-16.90 / -16.90" total_charge=+4 spin_multiplicity=6 homo_ha="-0.7564 / -0.7565"
Dy -0.42608 -1.38563 -0.07259 0.2 1.3 0.7
La -4.42516 1.27901 -1.15693 4.2 3.0 -4.8
Cl -1.68486 -1.55623 -2.11224 -0.8 0.3 -0.3
Cl -2.40179 0.97788 0.70564 -0.8 -0.3 -1.0
O 0.28649 -4.85655 0.48192 -1.0 5.7 -0.3
O -5.83040 -1.75103 -0.00628 2.6 4.7 -3.0
O -5.65259 1.01803 2.03695 1.3 1.8 -6.5
N 1.46035 0.69557 2.10264 0.5 0.9 -0.2
N 1.21945 0.03707 -0.07256 0.6 -0.3 -0.9
C 0.07822 -3.71965 0.41121 1.4 -7.2 0.5
C 1.98875 0.71618 0.82117 -0.9 -0.5 0.9
C 3.61961 1.19358 -0.86512 -0.6 -0.1 1.1
C 3.20790 1.28279 0.47499 0.4 0.2 -1.2
C -5.34922 -0.83856 -0.54171 -4.0 -7.9 3.8
C 2.83970 0.47686 -1.78501 -1.0 -1.0 -1.1
C 1.66218 -0.13571 -1.37824 0.9 1.3 0.8
C -5.39952 1.27934 0.92425 -3.4 -1.6 11.1
H 3.78044 1.83642 1.21387 0.0 -0.1 -0.1
H 4.52196 1.67827 -1.21397 0.1 0.0 0.1
H 0.98454 -0.70496 -2.03636 0.5 0.2 -0.2
H 1.94589 1.30715 2.78305 -0.6 -0.7 -0.4
H 0.44380 0.77543 2.12826 0.6 0.3 0.3
H 3.13034 0.39473 -2.84294 0.0 0.0 0.6